185
Properties=species:S:1:pos:R:3:mulliken_charge:R:1 method="wB97M-V/def2-TZVPD" total_energy_ha=-2943.1989 total_charge=+5 lumo_energy_ev=-8.1 relative_energy_kcal_mol=143.1 max_force_ha_per_bohr=0.10974 multiplicity=1
C 2.045 10.952 13.918 -1.399
C 1.933 12.421 13.724 -0.246
N 0.614 13.014 13.129 0.404
C 0.922 14.355 12.490 -1.059
C 0.038 12.044 12.046 -0.723
C -1.209 12.551 11.255 -1.252
C -0.464 13.275 14.202 -0.634
C -0.105 14.117 15.493 -0.847
O 0.297 15.477 15.215 -0.296
C 0.834 16.224 16.249 -0.786
H 2.960 10.775 14.483 0.390
H 2.115 10.301 13.046 0.366
H 1.218 10.494 14.461 0.360
H 2.779 12.718 13.105 0.397
H 2.099 12.940 14.668 0.331
H 1.423 14.020 11.581 0.468
H 1.558 15.057 13.029 0.289
H 0.096 15.009 12.210 0.409
H -0.134 11.081 12.527 0.503
H 0.857 11.752 11.389 0.539
H -1.400 11.671 10.642 0.422
H -0.989 13.422 10.638 0.318
H -2.115 12.723 11.836 0.361
H -0.574 12.253 14.563 0.339
H -1.398 13.669 13.801 0.518
H 0.684 13.669 16.097 0.443
H -0.969 14.263 16.141 0.478
H 1.066 17.181 15.783 0.250
H 1.837 15.923 16.553 0.338
H 0.197 16.229 17.134 0.318
C -1.546 14.147 3.404 -1.173
C -0.166 13.473 3.156 -0.433
N 0.094 12.955 1.675 -0.142
C -0.109 14.200 0.700 -0.977
C 1.568 12.421 1.685 -0.434
C 1.826 10.997 2.158 -1.124
C -0.838 11.807 1.283 -0.784
C -0.560 11.194 -0.208 -0.608
O -1.727 11.107 -1.083 -0.422
C -1.703 11.774 -2.362 -0.655
H -1.538 15.152 2.983 0.327
H -1.848 14.305 4.440 0.401
H -2.343 13.574 2.930 0.295
H 0.023 12.660 3.857 0.408
H 0.684 14.116 3.380 0.495
H 0.449 14.956 1.253 0.362
H -1.184 14.368 0.760 0.416
H 0.084 13.855 -0.316 0.456
H 2.281 13.148 2.072 0.546
H 1.942 12.487 0.664 0.414
H 1.659 10.902 3.231 0.326
H 2.867 10.678 2.220 0.426
H 1.210 10.243 1.669 0.202
H -1.847 12.183 1.453 0.507
H -0.704 10.947 1.939 0.560
H -0.110 10.209 -0.083 0.273
H 0.225 11.749 -0.721 0.485
H -0.846 11.553 -2.998 0.319
H -1.604 12.837 -2.143 0.268
H -2.661 11.570 -2.839 0.267
C -7.272 14.485 0.593 -1.346
C -7.633 15.901 0.277 -0.232
N -8.181 16.688 1.494 0.402
C -9.670 16.253 1.881 -0.985
C -7.344 16.372 2.801 -0.432
C -7.461 17.359 3.964 -1.328
C -8.178 18.226 1.155 -0.481
C -8.541 18.698 -0.174 -0.847
O -9.711 18.106 -0.612 -0.284
C -10.453 18.880 -1.540 -0.822
H -6.808 14.024 -0.279 0.444
H -8.189 13.962 0.862 0.337
H -6.437 14.328 1.276 0.310
H -8.360 15.999 -0.529 0.318
H -6.772 16.527 0.045 0.391
H -10.005 16.677 2.827 0.391
H -9.712 15.206 2.179 0.402
H -10.352 16.529 1.077 0.339
H -6.372 16.484 2.322 0.440
H -7.439 15.335 3.126 0.393
H -7.073 18.372 3.861 0.336
H -7.016 17.085 4.921 0.398
H -8.496 17.544 4.255 0.309
H -7.174 18.532 1.446 0.356
H -8.927 18.602 1.851 0.355
H -7.712 18.532 -0.863 0.395
H -8.573 19.786 -0.106 0.516
H -10.869 19.791 -1.111 0.331
H -11.219 18.230 -1.963 0.255
H -9.790 19.083 -2.381 0.340
C 0.380 20.390 10.308 -1.220
C 0.576 19.876 8.850 -0.736
N 0.053 20.785 7.642 0.060
C 0.235 19.933 6.370 -0.960
C -1.442 20.955 7.909 -0.464
C -2.149 21.483 6.759 -1.336
C 0.774 22.179 7.633 -0.692
C 2.295 22.076 7.731 -0.647
O 2.784 21.269 6.636 -0.280
C 4.212 21.372 6.533 -0.781
H -0.532 19.920 10.675 0.414
H 0.284 21.474 10.372 0.312
H 1.177 20.009 10.947 0.328
H 0.094 18.909 8.709 0.665
H 1.630 19.682 8.654 0.515
H 1.221 19.511 6.173 0.302
H -0.172 20.474 5.516 0.397
H -0.287 18.993 6.551 0.436
H -1.579 21.512 8.835 0.437
H -1.790 19.990 8.278 0.525
H -2.298 20.635 6.090 0.397
H -1.721 22.313 6.197 0.315
H -3.199 21.715 6.936 0.400
H 0.536 22.853 8.455 0.398
H 0.416 22.693 6.741 0.455
H 2.665 21.675 8.676 0.402
H 2.592 23.125 7.748 0.474
H 4.350 21.246 5.460 0.248
H 4.578 20.580 7.186 0.288
H 4.562 22.370 6.798 0.348
C -7.070 14.215 16.082 -1.558
C -8.106 14.586 17.131 -0.452
N -8.667 16.058 16.830 0.315
C -9.417 15.822 15.499 -1.128
C -9.664 16.263 18.012 -0.063
C -10.906 17.143 17.700 -1.549
C -7.632 17.117 16.575 -0.817
C -6.655 17.516 17.820 -0.807
O -6.105 16.421 18.446 -0.358
C -6.423 16.224 19.834 -0.695
H -6.255 14.913 15.891 0.331
H -7.507 13.909 15.131 0.397
H -6.570 13.266 16.275 0.423
H -7.913 14.368 18.182 0.455
H -8.976 13.934 17.205 0.639
H -10.081 14.962 15.592 0.383
H -8.676 15.533 14.754 0.457
H -9.995 16.720 15.280 0.453
H -9.118 16.811 18.780 0.070
H -9.914 15.320 18.496 0.451
H -11.376 17.287 18.673 0.435
H -11.596 16.589 17.064 0.419
H -10.906 18.190 17.396 0.349
H -8.285 17.950 16.317 0.433
H -7.064 16.929 15.664 0.618
H -7.344 17.981 18.526 0.436
H -5.933 18.276 17.521 0.470
H -5.969 16.936 20.522 0.349
H -6.025 15.274 20.192 0.299
H -7.459 16.118 20.155 0.246
C -10.720 13.547 8.387 -1.295
C -10.601 12.147 7.745 -0.450
N -10.373 11.027 8.756 0.282
C -11.557 11.029 9.772 -0.918
C -10.183 9.673 8.114 -0.460
C -11.197 9.356 6.841 -1.099
C -9.069 11.336 9.518 -0.589
C -8.535 10.210 10.431 -0.957
O -9.556 9.640 11.277 -0.258
C -9.131 8.881 12.394 -0.799
H -11.656 13.628 8.939 0.362
H -10.675 14.295 7.595 0.400
H -9.924 13.806 9.086 0.361
H -9.917 12.210 6.898 0.488
H -11.589 11.980 7.316 0.308
H -11.567 10.217 10.499 0.305
H -12.485 10.978 9.204 0.385
H -11.507 11.960 10.338 0.453
H -10.187 8.930 8.911 0.439
H -9.197 9.769 7.660 0.363
H -10.855 9.584 5.831 0.311
H -12.131 9.833 7.141 0.288
H -11.610 8.348 6.818 0.370
H -9.233 12.323 9.951 0.455
H -8.317 11.404 8.732 0.337
H -7.809 10.763 11.027 0.562
H -8.021 9.414 9.892 0.456
H -8.527 8.066 11.996 0.316
H -9.967 8.657 13.057 0.272
H -8.466 9.468 13.029 0.313
O -3.895 16.420 9.534 -0.417
C -4.537 16.581 10.729 0.667
O -5.322 15.667 11.019 -0.782
O -4.375 17.508 11.540 -0.736
H -4.498 15.673 9.520 0.271